# 1
C20H33AsBrInN5S2 | the ωB97M-V functional and the def2-TZVPD basis

Atoms and positions in Å:
In  -0.125  -0.144  -0.183
S  -0.994  1.812  1.226
C  -1.061  2.893  -0.121
C  -2.139  3.827  -0.066
N  -3.053  4.522  0.012
C  -0.283  2.840  -1.241
S  0.952  1.665  -1.571
C  -0.538  3.770  -2.291
N  -0.738  4.500  -3.157
N  -0.909  -2.252  -1.096
C  -1.351  -2.234  -2.502
C  -0.296  -1.612  -3.407
C  1.079  -2.296  -3.356
C  2.137  -1.426  -2.678
N  1.890  -1.255  -1.226
H  -0.070  -2.818  -1.025
H  -1.618  -2.698  -0.522
H  -2.260  -1.637  -2.568
H  -1.589  -3.251  -2.831
H  -0.175  -0.561  -3.126
H  -0.692  -1.636  -4.422
H  1.426  -2.492  -4.370
H  1.019  -3.269  -2.853
H  2.119  -0.433  -3.130
H  3.127  -1.857  -2.851
H  2.570  -0.590  -0.867
H  2.083  -2.133  -0.750
C  -4.762  2.281  -2.964
C  -4.291  1.411  -1.839
C  -5.142  1.049  -0.796
C  -4.683  0.249  0.238
C  -3.368  -0.156  0.177
Br  -2.629  -1.246  1.550
N  -2.531  0.159  -0.795
C  -2.987  0.931  -1.783
H  -5.849  2.301  -3.002
H  -4.384  1.934  -3.925
H  -4.410  3.303  -2.815
H  -6.170  1.386  -0.805
H  -5.325  -0.054  1.052
H  -2.271  1.164  -2.564
C  0.354  -1.191  4.337
C  1.708  -1.469  3.693
As  1.939  -0.463  2.016
C  2.038  1.388  2.673
C  3.088  1.715  3.730
C  3.799  -0.920  1.489
C  4.769  -1.217  2.630
H  0.259  -1.747  5.269
H  -0.467  -1.491  3.684
H  0.239  -0.132  4.568
H  1.817  -2.531  3.466
H  2.518  -1.181  4.364
H  1.044  1.596  3.067
H  2.170  2.031  1.802
H  3.026  1.044  4.588
H  2.920  2.729  4.093
H  4.097  1.676  3.321
H  4.162  -0.090  0.877
H  3.738  -1.800  0.845
H  4.843  -0.388  3.331
H  5.764  -1.396  2.223
H  4.463  -2.109  3.176

Atomic forces in eV per Å
In 0.2 0.3 -0.1
S 0.3 -0.4 0.2
C 0.3 -0.1 -0.4
C -0.3 0.2 0.1
N 0.0 0.0 -0.1
C -0.3 0.2 0.5
S -0.2 -0.5 0.2
C 0.0 0.2 -0.3
N 0.0 0.0 0.0
N 0.5 0.3 0.4
C 0.0 0.2 -0.4
C -0.1 -0.2 0.2
C 0.0 0.3 0.2
C -0.1 -0.2 -0.2
N 0.0 -0.1 -0.1
H -0.1 -0.2 0.0
H 0.0 0.1 0.1
H 0.0 -0.1 0.1
H 0.0 0.0 0.0
H -0.1 0.0 -0.1
H 0.0 0.1 0.0
H 0.0 -0.1 0.0
H 0.0 -0.1 -0.1
H 0.0 0.0 0.0
H 0.0 0.1 0.1
H 0.0 -0.1 0.0
H 0.1 0.0 0.0
C 0.1 0.1 0.0
C -0.1 -0.1 0.1
C 0.2 0.0 -0.1
C 0.0 -0.1 0.0
C 0.0 -0.1 0.0
Br -0.2 -0.1 0.2
N -0.1 0.0 -0.1
C -0.1 0.1 -0.2
H 0.0 0.0 0.0
H 0.0 0.0 0.0
H 0.0 0.0 0.0
H 0.0 0.0 0.0
H 0.0 0.0 0.0
H 0.0 0.0 0.0
C 0.1 0.0 -0.1
C -0.1 0.1 -0.2
As 0.0 0.1 0.2
C 0.2 0.0 0.1
C 0.0 -0.2 -0.1
C -0.2 0.0 0.0
C -0.1 0.1 0.0
H 0.0 0.0 0.0
H 0.0 0.0 0.0
H -0.1 0.0 0.0
H 0.1 0.0 0.0
H 0.0 0.0 -0.1
H 0.0 0.0 -0.1
H -0.1 -0.1 -0.1
H 0.1 0.0 0.0
H 0.0 0.0 0.0
H 0.0 0.0 0.1
H -0.1 0.0 0.0
H 0.0 0.1 0.0
H 0.0 -0.1 0.0
H 0.0 0.0 0.0
H 0.1 0.0 0.0

Net charge: +1
Kohn-Sham gap in eV: 7.18
LUMO level in eV: -3.399

# 2
C36H23CaCl7N2O6PS | the ωB97M-V functional and the def2-TZVPD basis

Atoms and positions in Å:
Ca  -0.069  -0.027  -0.096
Cl  4.634  -0.201  5.352
C  3.843  -0.054  3.831
C  2.456  0.023  3.749
Cl  1.528  -0.042  5.192
C  1.821  0.156  2.528
Cl  0.117  0.282  2.512
C  2.526  0.211  1.288
O  1.959  0.350  0.171
C  3.942  0.125  1.433
Cl  4.900  0.197  0.009
C  4.579  -0.002  2.652
Cl  6.296  -0.081  2.728
Cl  0.898  2.960  0.750
C  -0.369  4.088  0.413
C  -0.107  5.436  0.558
C  -1.096  6.372  0.302
C  -2.346  5.944  -0.118
C  -2.583  4.597  -0.282
Cl  -4.135  4.104  -0.852
C  -1.619  3.601  -0.020
S  -2.002  1.946  -0.228
H  0.878  5.749  0.876
H  -0.900  7.425  0.426
H  -3.137  6.650  -0.325
C  -4.491  -0.409  0.145
C  -3.505  -1.513  0.135
N  -2.194  -1.422  0.169
C  -1.707  -2.693  0.147
C  -2.758  -3.588  0.087
N  -3.887  -2.809  0.083
C  -2.894  -5.060  0.010
O  -1.790  -5.760  0.024
O  -4.002  -5.556  -0.074
C  -0.238  -2.953  0.253
O  0.151  -4.136  0.147
O  0.493  -1.968  0.461
H  -3.975  0.546  0.110
H  -5.100  -0.449  1.046
H  -5.155  -0.491  -0.714
H  -4.817  -3.201  0.068
H  -0.944  -5.152  0.077
O  0.112  -0.203  -2.184
P  1.358  0.296  -2.807
C  1.142  0.305  -4.624
C  0.294  -0.650  -5.169
C  0.087  -0.700  -6.536
C  0.730  0.207  -7.363
C  1.590  1.151  -6.826
C  1.796  1.202  -5.459
C  2.818  -0.744  -2.566
C  2.721  -1.880  -1.776
C  3.822  -2.705  -1.615
C  5.013  -2.400  -2.253
C  5.107  -1.271  -3.054
C  4.011  -0.444  -3.215
C  1.774  2.028  -2.433
C  0.801  2.976  -2.734
C  1.058  4.319  -2.537
C  2.284  4.720  -2.029
C  3.257  3.779  -1.737
C  3.006  2.434  -1.943
H  -0.205  -1.342  -4.503
H  -0.571  -1.446  -6.958
H  0.563  0.174  -8.430
H  2.102  1.847  -7.476
H  2.454  1.948  -5.037
H  1.795  -2.093  -1.265
H  3.746  -3.579  -0.983
H  5.875  -3.038  -2.118
H  6.041  -1.032  -3.545
H  4.084  0.438  -3.837
H  -0.161  2.646  -3.107
H  0.310  5.058  -2.781
H  2.476  5.767  -1.850
H  4.218  4.089  -1.351
H  3.756  1.699  -1.693

Atomic forces in eV per Å
Ca -2.9 1.6 0.3
Cl 0.0 0.0 0.2
C -0.1 0.0 0.0
C 0.3 0.0 0.0
Cl -0.1 0.0 0.2
C 0.6 -0.1 -0.1
Cl -0.6 0.1 0.8
C 0.9 -0.1 1.2
O 1.4 0.4 -0.4
C -0.1 0.0 0.0
Cl 0.1 0.0 -0.3
C -0.2 0.0 0.2
Cl 0.2 0.0 0.0
Cl 0.0 0.4 0.0
C -0.3 0.0 -0.1
C 0.1 0.1 0.1
C 0.0 -0.1 0.0
C 0.1 0.2 0.0
C 0.3 -0.1 0.1
Cl -0.5 0.1 -0.1
C 0.1 0.3 0.1
S -0.1 -0.3 -0.1
H 0.0 0.0 0.0
H 0.1 0.1 0.0
H 0.0 0.0 0.0
C 0.0 0.1 0.0
C -0.3 -0.1 -0.1
N 0.0 0.4 0.1
C -0.5 -0.8 0.0
C 0.4 0.2 0.0
N 0.3 -0.2 0.0
C 0.0 0.0 0.0
O 0.3 0.0 0.0
O 0.0 0.1 0.1
C -0.4 -1.0 0.1
O 0.0 -0.3 0.0
O 0.6 -1.2 0.4
H 0.0 0.1 0.0
H -0.1 0.0 0.1
H -0.1 0.0 -0.1
H 0.1 0.1 0.0
H -0.3 0.0 0.0
O -0.5 -0.7 -0.9
P 1.7 0.9 -1.7
C 0.0 0.0 0.4
C 0.0 0.0 0.1
C 0.0 0.0 -0.1
C 0.0 0.0 -0.1
C 0.1 0.0 -0.1
C 0.0 0.0 0.1
C -0.2 0.1 -0.1
C -0.1 0.1 0.0
C 0.1 -0.1 -0.1
C -0.1 -0.1 0.0
C 0.1 0.0 -0.1
C -0.1 0.0 0.0
C 0.0 -0.4 -0.2
C -0.2 -0.1 0.0
C 0.0 0.1 0.0
C 0.0 -0.1 0.0
C 0.1 0.0 0.0
C 0.0 -0.2 0.0
H -0.1 -0.1 0.0
H -0.1 0.0 0.0
H 0.0 0.0 -0.1
H 0.0 0.1 0.0
H 0.0 0.1 0.0
H 0.0 -0.1 0.1
H 0.0 0.0 0.0
H 0.1 0.0 0.0
H 0.0 0.0 0.0
H 0.0 0.0 -0.1
H -0.1 0.1 0.0
H -0.1 0.0 0.1
H 0.0 0.1 0.0
H 0.0 0.0 0.1
H 0.0 0.0 0.0

Net charge: -1
Kohn-Sham gap in eV: 7.11
LUMO level in eV: 2.249

# 3
C20H22O7 | the ωB97M-V functional and the def2-TZVPD basis

Atoms and positions in Å:
O  0.317  2.825  3.701
O  2.032  -2.214  0.165
O  3.049  3.043  4.036
O  2.479  -0.519  3.159
O  -1.628  4.247  1.100
O  0.000  -1.678  1.185
O  -0.961  -0.758  -1.252
C  0.918  1.756  3.561
C  0.864  -1.867  0.098
C  3.099  0.635  3.583
C  0.323  0.549  3.120
C  2.412  1.842  3.715
C  1.104  -0.598  3.022
C  -1.409  3.007  0.549
C  -1.017  0.436  -0.694
C  -2.566  2.175  0.261
C  -2.309  0.891  -0.357
C  -0.160  2.536  0.166
C  0.033  1.307  -0.530
C  0.508  -1.805  2.514
C  -4.018  2.662  0.540
C  -3.507  -0.068  -0.520
C  1.111  3.468  0.213
C  0.305  -2.702  -2.225
C  1.370  0.851  -1.069
C  1.311  -0.456  -1.903
C  0.354  -1.489  -1.365
H  2.323  3.642  4.142
H  -1.111  4.466  1.931
H  4.195  0.667  3.663
H  -0.709  0.499  2.752
H  1.325  -2.490  2.624
H  -0.323  -2.191  3.179
H  -3.900  3.220  1.491
H  -4.284  3.374  -0.271
H  -4.833  1.894  0.592
H  -4.215  0.429  -1.217
H  -3.912  -0.319  0.480
H  -3.149  -1.026  -1.010
H  2.024  2.942  0.531
H  0.870  4.081  1.098
H  1.280  3.956  -0.728
H  -0.368  -3.391  -1.720
H  1.266  -3.245  -2.358
H  -0.126  -2.398  -3.227
H  2.051  0.437  -0.270
H  1.825  1.761  -1.541
H  2.287  -0.977  -2.001
H  1.058  -0.085  -2.895

Atomic forces in eV per Å
O -0.4 0.1 0.1
O -2.0 0.2 0.8
O -0.5 -2.9 -0.7
O -0.7 -0.4 0.7
O 0.5 0.7 1.1
O 0.8 -0.3 -1.8
O 1.3 -4.0 -1.4
C 1.2 2.8 -0.2
C 1.3 0.2 0.0
C -1.1 2.7 -0.4
C 1.3 -2.5 -0.2
C 0.7 -2.6 0.2
C -0.1 5.4 0.1
C -1.3 -1.6 -0.3
C -1.3 2.5 0.9
C 1.1 -1.2 -0.8
C -1.4 0.8 1.4
C 2.2 0.3 -1.5
C 0.1 -0.3 0.7
C 0.0 -2.3 0.6
C 1.2 0.2 0.0
C 1.2 -0.3 -0.9
C -1.6 -1.4 2.3
C -1.2 -0.5 -1.0
C 1.3 -0.6 1.4
C 0.9 1.2 -1.0
C -0.8 2.9 2.2
H -1.0 1.0 0.2
H -0.6 -1.0 -1.5
H -0.6 -0.9 -0.1
H 0.3 0.2 0.5
H 0.2 -1.2 -0.6
H 0.8 0.7 -1.0
H -0.7 -0.2 -0.5
H 0.0 -0.3 0.6
H 1.1 0.5 0.1
H 0.0 -0.6 0.7
H -0.2 0.3 -0.7
H -0.6 1.2 0.6
H -0.4 -0.2 -0.4
H 0.5 0.7 -0.9
H 0.0 0.6 -0.2
H -0.3 -0.3 -0.4
H -0.5 0.9 0.2
H 0.5 -0.5 1.1
H -0.4 1.5 0.0
H 0.1 -1.4 0.0
H -0.3 0.7 0.2
H -0.6 -0.9 -0.4

Kohn-Sham gap in eV: 7.67
LUMO level in eV: -0.043

# 4
C25H35FeN3 | the ωB97M-V functional and the def2-TZVPD basis

Atoms and positions in Å:
C  -3.652  0.445  0.552
C  -4.237  1.435  -0.510
H  -3.047  -0.376  -0.023
H  -4.439  -0.139  1.062
H  -3.077  1.012  1.384
H  -4.115  0.981  -1.506
H  -5.321  1.608  -0.337
H  -3.755  2.420  -0.503
C  0.347  -2.831  -0.146
C  1.379  -3.755  -0.389
C  2.578  -3.277  -0.915
C  2.709  -1.904  -1.132
H  -0.612  -3.176  0.252
H  1.198  -4.811  -0.157
H  3.394  -3.952  -1.164
H  3.602  -1.445  -1.553
N  0.462  -1.509  -0.367
C  1.638  -1.038  -0.808
C  1.818  0.424  -0.981
N  1.190  1.258  -0.131
C  1.473  2.562  -0.188
C  2.907  2.263  -2.113
C  2.310  3.116  -1.174
H  1.029  3.223  0.562
H  2.445  4.202  -1.170
C  2.649  0.898  -2.019
H  3.052  0.180  -2.734
H  3.544  2.659  -2.915
Fe  -1.734  0.451  0.384
C  -1.558  1.325  -1.390
H  -0.750  0.786  -1.924
H  -1.183  2.295  -1.022
H  -2.388  1.515  -2.084
C  -0.628  -0.289  6.630
C  -0.717  0.186  5.200
C  -0.746  1.553  4.917
C  -0.725  2.052  3.598
C  -0.776  3.528  3.382
C  -0.677  1.144  2.536
C  -0.929  -0.235  2.816
C  -0.786  -0.713  4.137
N  -1.515  -0.951  1.797
C  -2.288  -2.166  2.062
C  -1.352  -3.265  2.601
C  -3.377  -1.926  3.106
C  -2.974  -2.666  0.793
H  0.273  0.091  7.135
H  -1.491  0.062  7.212
H  -0.602  -1.384  6.691
H  -0.754  2.281  5.730
H  -1.612  3.938  3.964
H  0.139  4.023  3.736
H  -0.917  3.788  2.325
H  -0.369  1.470  1.499
H  -0.742  -1.783  4.328
H  -1.554  -3.419  3.658
H  -1.572  -4.193  2.076
H  -0.301  -3.031  2.446
H  -4.080  -1.146  2.812
H  -3.926  -2.865  3.203
H  -2.974  -1.664  4.086
H  -3.903  -2.111  0.613
H  -2.356  -2.610  -0.112
H  -3.227  -3.722  0.958

Atomic forces in eV per Å
C -2.7 0.6 -0.5
C -1.1 -0.3 0.4
H -1.8 0.0 0.3
H 0.4 0.5 -0.2
H -1.2 -0.3 -0.3
H -0.3 0.4 0.5
H 0.6 -0.2 0.0
H 0.0 -0.4 0.0
C 0.5 0.2 -0.3
C -0.5 0.4 0.2
C -0.2 0.4 -0.1
C -0.5 0.3 0.2
H 0.6 0.2 -0.3
H 0.2 0.4 -0.2
H -0.1 0.1 0.1
H 0.0 -0.4 0.3
N 0.4 -0.3 0.1
C 0.0 -1.3 -0.2
C 0.0 1.0 -0.4
N 0.8 -0.2 0.1
C 0.5 -0.2 -0.9
C -0.3 0.2 0.1
C -0.2 -0.2 0.3
H -0.1 -0.3 -0.2
H 0.1 -0.5 -0.2
C -0.3 0.0 0.5
H 0.0 0.4 0.2
H -0.3 -0.2 0.4
Fe 4.1 -0.3 -0.1
C 0.7 0.0 -1.0
H -0.2 0.6 0.1
H 0.1 0.1 -0.5
H 0.5 -0.1 0.2
C 0.1 -0.1 0.2
C 0.3 0.1 -0.4
C -0.2 0.5 -0.1
C 0.4 -1.1 0.2
C 0.2 0.5 -0.1
C 0.4 0.4 0.4
C -1.1 -0.9 -0.6
C 0.3 0.3 0.5
N 0.5 0.6 0.0
C 1.1 0.5 0.5
C -0.3 -0.5 -0.1
C -0.4 -0.3 0.2
C -0.4 -0.2 -0.2
H -0.2 -0.1 -0.2
H 0.1 -0.1 -0.1
H 0.0 0.2 -0.1
H 0.0 -0.2 -0.1
H 0.2 0.0 -0.2
H -0.2 -0.1 -0.1
H 0.0 -0.1 0.2
H -0.3 -0.2 1.2
H -0.2 0.5 0.0
H 0.2 -0.2 0.1
H 0.1 -0.3 0.2
H 0.0 0.1 0.1
H 0.1 0.0 0.0
H -0.2 0.0 0.2
H 0.0 0.0 -0.2
H 0.2 -0.4 -0.1
H -0.1 0.1 0.2
H -0.2 0.3 -0.2

<S²>: 6.022
2S+1: 5
Kohn-Sham gap (spin up / spin down) in eV: 6.55 / 6.68
LUMO level (spin up / spin down) in eV: 0.283 / 0.271

# 5
CBrFNO2 | the ωB97M-V functional and the def2-TZVPD basis

Atoms and positions in Å:
C  -0.405  0.585  -0.125
N  0.999  -0.523  0.619
O  -0.146  0.591  -1.299
O  -1.106  0.837  0.805
F  1.062  -1.864  0.265
Br  2.387  0.310  -0.136

Atomic forces in eV per Å
C 0.5 -2.0 -0.7
N -1.9 1.3 2.4
O -1.1 0.8 0.4
O -0.1 0.5 -0.2
F -0.1 -1.5 -1.0
Br 2.7 0.8 -0.9

Net charge: -1
Kohn-Sham gap in eV: 7.09
LUMO level in eV: 3.719

# 6
C5H9N3O | the ωB97M-V functional and the def2-TZVPD basis

Atoms and positions in Å:
C  1.071  0.700  2.344
C  0.382  0.424  0.057
C  -1.281  1.054  -1.340
C  -1.139  -0.302  -1.446
C  -0.045  -0.702  -0.602
H  0.870  1.761  2.528
H  1.929  0.470  2.997
H  0.192  0.028  2.635
H  1.932  -0.401  0.869
H  -0.233  2.414  -0.082
H  -1.970  1.777  -1.771
H  -2.350  -0.704  -2.826
H  0.867  -2.552  -1.189
H  -0.196  -2.730  -0.062
N  1.456  0.488  0.978
N  -0.339  1.474  -0.412
N  0.515  -2.043  -0.330
O  -1.660  -1.158  -2.347

Atomic forces in eV per Å
C -0.5 -0.6 1.2
C 0.5 -0.5 -0.1
C -0.3 0.3 0.3
C 1.6 0.3 0.1
C -0.3 -1.5 0.2
H -0.4 -0.2 0.0
H -0.3 -0.1 -0.2
H 0.9 1.0 -0.1
H 0.0 0.1 0.1
H 0.0 0.1 0.0
H 0.2 -0.4 0.0
H -0.3 0.0 -0.3
H -0.2 1.5 0.9
H -0.1 0.8 0.4
N -0.2 0.1 -1.3
N 0.2 0.3 0.5
N -0.3 -0.4 -1.6
O -0.6 -0.6 -0.2

Kohn-Sham gap in eV: 8.36
LUMO level in eV: 0.867

For each record above, in turn, the calculated relative energy (zero: lowest compared OMol25 entry of this formula, charge and spin) values are 13.1 33.1 75.0 0.0 15.0 36.8 kcal/mol.